Entry 1:
ORCA calculation (ωB97M-V with the def2-TZVPD basis set) on C18H16Cl3N3OS2 in the gas phase.

Summary:
gap between HOMO and LUMO = 0.327 Eh
LUMO energy = 0.49 eV

The geometry in XYZ format:
```
43
Properties=species:S:1:pos:R:3:forces:R:3:mulliken_charge:R:1
C 2.0820 2.7250 0.8414 0.199 0.490 0.271 -1.05
N 1.4782 1.8355 -0.1108 -0.533 -0.444 -0.492 0.37
C 0.1657 1.8336 -0.4830 0.117 0.033 -0.035 -0.10
N -0.0669 0.9143 -1.3821 -0.778 0.511 0.148 -0.02
N 1.0975 0.2922 -1.6194 1.050 -0.451 -0.371 -0.67
C 2.0210 0.8336 -0.8687 -0.294 0.130 -0.109 0.74
C 3.4386 0.4561 -0.9211 0.341 -0.481 0.481 -1.23
H 3.5557 -0.3257 -1.6679 -0.025 0.051 -0.106 0.45
H 4.0645 1.3121 -1.1799 0.164 -0.098 0.080 0.58
S 4.2689 -0.1832 0.6382 -0.754 -0.234 -0.516 0.40
O 4.6035 1.0212 1.4040 0.556 1.088 0.820 -0.63
C 2.8087 -0.8765 1.5780 0.562 0.019 -0.346 -1.46
C 1.7765 -1.5699 0.7692 -0.259 -0.282 -0.054 -0.22
C 0.4146 -1.3035 0.9189 0.118 -0.328 -0.160 0.60
C -0.5448 -1.9437 0.1558 0.051 0.021 0.063 -0.55
C -0.1570 -2.8746 -0.7887 0.064 0.073 0.092 -0.51
C 1.1807 -3.1822 -0.9530 0.082 0.012 0.011 -0.81
C 2.1224 -2.5380 -0.1723 -0.476 0.015 0.082 1.05
Cl 3.7926 -2.9407 -0.3702 0.143 -0.439 -0.185 -0.17
H 1.4973 -3.9122 -1.6802 0.054 -0.067 -0.064 0.45
H -0.9022 -3.3628 -1.3950 -0.094 -0.071 -0.084 0.42
H -1.5845 -1.7009 0.2966 -0.069 0.056 0.037 0.48
Cl -0.1243 -0.1446 2.0829 -0.126 0.140 0.275 -0.12
H 2.3948 -0.0412 2.1394 0.170 0.061 -0.103 0.37
H 3.2829 -1.5698 2.2768 0.023 0.049 0.050 0.54
S -0.9703 2.9611 0.1775 -0.260 0.410 0.071 -0.16
C -2.4320 2.5095 -0.8229 0.476 0.076 0.137 -1.26
C -3.0196 1.1978 -0.4166 -0.149 -0.176 0.027 0.52
C -3.1403 0.1673 -1.3392 -0.107 0.087 0.148 -0.09
C -3.7188 -1.0358 -0.9765 -0.133 -0.074 0.085 -0.81
C -4.1615 -1.2147 0.3251 0.082 0.189 -0.106 0.44
C -4.0288 -0.2040 1.2648 -0.048 -0.092 0.003 -0.69
C -3.4614 0.9982 0.8865 -0.014 -0.054 -0.186 -0.20
H -3.3514 1.7896 1.6139 0.014 0.058 0.089 0.40
H -4.3661 -0.3581 2.2776 -0.045 -0.045 0.081 0.43
Cl -4.8715 -2.7251 0.7869 -0.053 -0.148 0.044 -0.22
H -3.8178 -1.8340 -1.6950 -0.025 -0.106 -0.056 0.41
H -2.7703 0.3018 -2.3429 0.073 0.021 -0.107 0.28
H -2.1097 2.4963 -1.8622 -0.127 0.053 -0.014 0.38
H -3.1328 3.3286 -0.6536 0.069 0.004 -0.069 0.51
H 2.0803 3.7444 0.4499 -0.005 -0.010 0.017 0.35
H 1.5017 2.7108 1.7657 0.074 -0.041 0.031 0.35
H 3.1041 2.4121 1.0521 -0.111 -0.006 0.019 0.45
```
Positions in Å, forces in eV/Å.

Entry 2:
ORCA calculation (ωB97M-V with the def2-TZVPD basis set) on C18H16Cl52InN2 as an isolated structure.

Summary:
gap between HOMO and LUMO = 0.202 Eh
charge = -1
LUMO energy = 1.16 eV

The geometry in XYZ format:
```
89
Properties=species:S:1:pos:R:3:forces:R:3:mulliken_charge:R:1
C -2.2492 1.3054 -0.5028 -0.110 0.228 0.110 -0.54
C -1.7018 1.5755 0.9073 -0.094 0.470 -0.116 -0.53
C -0.1789 1.5498 0.9653 -0.244 -0.486 -0.005 0.23
C 0.4233 0.1617 0.7063 0.601 -0.268 -0.108 -0.80
N 1.7600 0.1093 0.1149 -0.080 0.233 0.021 -0.40
In 3.3121 1.3834 0.8770 0.246 0.177 0.384 0.82
C 4.5362 0.3530 2.4565 -0.754 0.166 0.146 -0.97
N 4.7283 1.2662 3.6310 0.336 -0.097 -0.348 -0.39
H -2.5542 2.2451 -0.9647 0.039 0.029 -0.095 0.26
H -1.4993 0.8628 -1.1549 -0.007 -0.204 -0.003 0.43
H -3.1436 0.6823 -0.4860 0.067 -0.161 -0.108 -0.33
H -2.0184 2.5863 1.1800 -0.061 0.004 0.181 0.37
H -2.1629 0.9227 1.6517 0.147 -0.260 -0.008 0.30
H 0.1982 2.2347 0.2073 0.131 0.150 0.037 -0.16
H 0.1575 1.8908 1.9428 0.125 0.288 -0.029 0.24
H 0.4913 -0.3723 1.6612 -0.239 -0.028 0.111 0.18
H -0.2557 -0.4234 0.0738 -0.161 -0.039 0.054 0.43
H 1.6672 0.2139 -0.8901 0.038 0.061 -0.012 0.11
H 2.6896 2.9072 1.5883 -0.221 -0.304 0.046 -0.36
H 4.4333 1.8866 -0.3699 -0.080 -0.073 -0.206 -0.33
H 4.0245 -0.5613 2.7766 0.152 -0.239 -0.040 0.26
H 5.5024 0.0611 2.0487 0.119 0.091 -0.043 0.28
H 5.5726 1.0081 4.1315 -0.072 -0.036 0.171 0.16
H 3.9568 1.1195 4.2683 -0.041 0.167 0.077 0.17
C 1.0942 5.5933 -1.6420 0.101 -0.153 0.297 0.23
Cl 2.3629 6.5683 -2.4123 -0.084 0.084 -0.046 -0.12
Cl 0.9518 6.0232 0.0593 -0.222 0.249 0.068 -0.05
Cl -0.4449 5.8944 -2.4660 0.024 -0.047 -0.039 -0.13
Cl 1.5326 3.9012 -1.7042 0.052 -0.197 -0.301 -0.01
C -6.2007 1.6456 0.0267 0.038 -0.019 0.057 0.22
Cl -6.4554 -0.1029 0.0014 -0.092 0.025 0.000 -0.02
Cl -5.6119 2.1638 -1.5508 0.006 0.150 0.107 -0.07
Cl -7.7325 2.4568 0.3817 -0.041 0.025 0.003 -0.12
Cl -5.0127 2.0507 1.2645 -0.115 0.014 0.039 -0.04
C -4.3454 -3.7422 -0.4362 -0.006 0.099 0.039 0.19
Cl -4.2764 -4.1715 -2.1577 0.225 -0.030 0.063 -0.13
Cl -3.4038 -4.9096 0.4889 0.007 -0.012 -0.002 -0.10
Cl -3.6974 -2.1251 -0.2189 0.205 -0.054 -0.026 0.08
Cl -6.0262 -3.7683 0.1176 -0.065 -0.020 -0.012 -0.09
C -8.5662 -6.4181 -2.1602 0.006 0.034 0.007 0.28
Cl -8.4019 -7.4571 -0.7425 -0.002 -0.021 0.025 -0.11
Cl -9.2655 -7.3486 -3.4935 0.019 -0.109 0.114 -0.11
Cl -9.6281 -5.0595 -1.7754 -0.028 0.025 -0.008 -0.09
Cl -6.9852 -5.8018 -2.6248 -0.114 -0.108 -0.066 0.02
C -7.2285 -0.8751 -4.3635 -0.032 -0.072 0.073 0.21
Cl -8.7424 -0.7423 -3.4581 -0.041 0.035 0.022 -0.12
Cl -6.4193 0.6889 -4.3919 -0.057 -0.063 -0.233 -0.07
Cl -6.1894 -2.0620 -3.5775 0.002 0.036 0.025 0.05
Cl -7.5823 -1.4119 -6.0081 -0.013 0.023 -0.054 -0.05
C 4.1927 -3.2032 -0.5163 0.017 0.126 0.056 0.13
Cl 4.4278 -4.9028 -0.9909 -0.077 -0.094 0.100 -0.07
Cl 3.2518 -2.3767 -1.7520 -0.034 -0.058 -0.081 -0.08
Cl 3.3541 -3.1374 1.0263 -0.059 0.053 -0.044 -0.01
Cl 5.7697 -2.4193 -0.3751 0.035 0.042 -0.018 -0.03
C 6.5290 3.4726 -2.7026 -0.042 0.027 0.089 0.22
Cl 5.7983 1.8838 -2.7435 0.123 -0.093 -0.262 -0.01
Cl 7.3730 3.8007 -4.2343 0.018 -0.004 -0.024 -0.14
Cl 5.2790 4.6927 -2.4596 -0.017 0.004 -0.006 0.01
Cl 7.6927 3.5575 -1.3746 0.024 0.012 0.024 -0.11
C 4.9723 6.3234 1.9515 -0.021 -0.544 0.017 0.17
Cl 4.1132 7.1307 3.2703 0.079 0.266 -0.033 -0.12
Cl 6.6745 6.8129 1.9604 0.047 0.121 -0.013 -0.13
Cl 4.8486 4.5785 2.1501 0.108 0.202 0.123 -0.07
Cl 4.2248 6.7590 0.4173 0.159 0.247 -0.097 -0.03
C 2.1115 5.1525 6.4618 0.085 -0.086 -0.214 0.20
Cl 1.3478 3.8171 7.3297 -0.025 0.001 0.126 -0.06
Cl 0.8692 6.3159 5.9764 -0.059 0.071 0.019 -0.12
Cl 3.2813 5.9573 7.5187 0.014 0.029 0.059 -0.12
Cl 2.9243 4.5370 5.0348 -0.055 -0.215 0.078 0.09
C -1.9018 1.0045 6.6273 0.055 0.028 -0.061 0.33
Cl -0.8959 1.7501 5.3933 -0.011 -0.025 -0.042 0.03
Cl -1.2995 1.4382 8.2356 0.012 0.011 0.014 -0.12
Cl -3.5670 1.5732 6.4602 -0.051 0.011 0.000 -0.12
Cl -1.8609 -0.7512 6.4459 -0.008 -0.041 0.001 -0.11
C -10.0884 -4.4082 -7.3138 0.062 0.068 0.104 0.28
Cl -9.5426 -5.1856 -5.8265 -0.051 0.056 -0.135 0.03
Cl -11.0622 -5.5431 -8.2541 -0.011 -0.025 -0.012 -0.12
Cl -11.0589 -2.9897 -6.9122 -0.031 0.034 0.000 -0.09
Cl -8.6861 -3.9088 -8.2637 0.028 -0.015 -0.086 -0.10
C 7.1596 -4.1917 3.0681 -0.088 0.138 -0.006 0.27
Cl 7.3554 -5.1227 4.5627 0.010 -0.018 0.020 -0.12
Cl 6.1453 -5.0843 1.9392 0.090 -0.190 0.059 -0.03
Cl 6.3994 -2.6431 3.4190 -0.001 0.019 -0.012 -0.01
Cl 8.7499 -3.9199 2.3400 0.039 -0.006 -0.009 -0.12
C 6.6474 -5.3693 -4.3600 -0.002 0.029 0.068 0.32
Cl 6.0042 -7.0181 -4.3723 -0.011 -0.041 -0.002 -0.11
Cl 7.5193 -5.0727 -5.8705 0.012 -0.003 -0.027 -0.12
Cl 5.3243 -4.2253 -4.1983 0.003 0.098 -0.160 -0.03
Cl 7.7538 -5.1854 -2.9972 0.021 0.000 0.020 -0.07
```
Positions in Å, forces in eV/Å.

Entry 3:
ORCA calculation (ωB97M-V with the def2-TZVPD basis set) on C18H16ClMgNO3S3 as an isolated structure.

Summary:
gap between HOMO and LUMO = 0.299 Eh
LUMO energy = 0.03 eV

The geometry in XYZ format:
```
43
Properties=species:S:1:pos:R:3:forces:R:3:mulliken_charge:R:1
Mg 0.2446 -1.3824 0.3179 0.019 -0.154 -0.001 0.69
S -0.7251 -3.5435 1.0813 0.261 0.224 0.387 -0.55
C 0.1372 -2.8216 2.4069 -0.145 -0.112 -0.264 0.69
N 0.7982 -1.6846 2.2776 -0.043 -0.219 0.265 -0.24
C 1.4308 -1.3099 3.4580 -0.056 0.078 -0.288 -0.08
C 2.2104 -0.1702 3.6322 0.046 0.055 0.033 -0.47
C 2.7765 0.0631 4.8702 -0.019 -0.056 0.041 -0.61
C 2.5768 -0.8271 5.9310 0.000 0.030 -0.048 -0.48
C 1.8057 -1.9624 5.7645 -0.027 -0.022 -0.016 -0.48
C 1.2335 -2.1947 4.5180 0.069 0.040 0.143 0.71
S 0.2323 -3.5139 3.9972 -0.082 -0.122 -0.052 -0.25
H 2.3720 0.5105 2.8064 -0.019 -0.017 -0.015 0.41
H 3.3860 0.9443 5.0202 0.003 -0.007 0.005 0.38
H 3.0324 -0.6286 6.8918 0.000 0.006 -0.004 0.37
H 1.6521 -2.6539 6.5825 0.004 0.006 -0.003 0.37
Cl 0.6178 5.0972 -3.7950 0.014 -0.092 0.033 -0.23
C 1.0346 3.4880 -3.2651 -0.036 0.107 -0.015 0.43
C 0.5268 3.0153 -2.0672 0.018 -0.027 -0.029 -0.88
C 0.8593 1.7309 -1.6584 -0.044 0.009 0.075 0.17
C 1.7009 0.9293 -2.4201 0.010 -0.001 -0.030 -0.08
C 2.2078 1.4370 -3.6120 -0.007 0.004 -0.005 -0.34
C 1.8733 2.7103 -4.0454 0.028 -0.032 -0.022 -0.64
C 2.1094 -0.4755 -2.0034 -0.057 -0.020 0.035 0.28
O 3.0198 -1.0200 -2.5941 -0.028 -0.026 -0.005 -0.65
O 1.4309 -0.9984 -1.0319 0.079 0.259 -0.183 -0.32
H -0.1065 3.6513 -1.4623 0.002 -0.010 -0.004 0.45
H 0.4605 1.3629 -0.7233 0.012 -0.058 0.017 0.48
H 2.8721 0.8094 -4.1906 0.006 0.010 0.001 0.48
H 2.2618 3.1043 -4.9744 0.001 -0.009 0.001 0.42
O -1.3209 -0.2093 0.3176 -0.310 0.223 -0.066 -0.54
S -2.8222 -0.1038 0.0879 0.372 -0.049 0.252 0.19
C -3.2670 -1.5164 -0.9570 0.023 -0.045 -0.106 -0.40
C -3.8976 -0.9492 -2.2253 -0.026 -0.041 0.034 -0.74
C -3.0765 0.2925 -2.5659 -0.011 0.036 0.020 -0.49
C -2.9964 1.0846 -1.2647 0.049 0.064 -0.077 -0.32
H -3.8754 -2.2071 -0.3784 -0.064 0.012 -0.049 0.41
H -2.3091 -1.9948 -1.1701 -0.028 -0.029 0.008 0.19
H -4.9395 -0.6728 -2.0450 0.003 0.000 0.005 0.31
H -3.8934 -1.6959 -3.0185 0.035 0.014 -0.018 0.35
H -3.5300 0.8883 -3.3567 -0.002 0.002 -0.006 0.36
H -2.0729 0.0151 -2.8947 0.000 -0.029 0.022 0.22
H -3.9007 1.6624 -1.0691 -0.034 -0.046 -0.010 0.45
H -2.1307 1.7393 -1.1729 -0.017 0.045 -0.062 0.01
```
Positions in Å, forces in eV/Å.

Entry 4:
ORCA calculation (ωB97M-V with the def2-TZVPD basis set) on C18H16ClNO3 in the gas phase.

Summary:
gap between HOMO and LUMO = 0.324 Eh
SMILES = O=C(COC(=O)/C=C/c1ccccc1Cl)NCc1ccccc1
LUMO energy = -0.44 eV

The geometry in XYZ format:
```
39
Properties=species:S:1:pos:R:3:forces:R:3:mulliken_charge:R:1
O 4.1780 -1.7925 -1.1029 0.374 -0.153 0.049 -0.67
C 3.2950 -0.9876 -0.9037 -0.178 0.608 0.165 0.58
N 2.0264 -1.1269 -1.3198 -0.477 0.127 -0.151 0.05
H 1.3527 -0.4251 -1.0530 0.154 -0.034 0.039 0.19
C 1.5234 -2.3302 -1.9534 0.067 -0.075 0.004 -1.42
C 0.5486 -3.0257 -1.0393 -0.001 -0.018 -0.116 0.56
C 0.9982 -3.9641 -0.1197 -0.014 0.006 -0.040 -0.34
C 0.1114 -4.5657 0.7556 0.040 -0.039 0.056 -0.62
C -1.2316 -4.2294 0.7239 -0.074 -0.018 0.049 -0.38
C -1.6854 -3.2884 -0.1846 -0.112 0.028 0.043 -0.61
C -0.7985 -2.6880 -1.0608 0.089 -0.053 -0.035 -0.15
H -1.1559 -1.9548 -1.7706 -0.039 0.066 -0.098 0.33
H -2.7316 -3.0208 -0.2109 -0.085 0.018 -0.001 0.39
H -1.9238 -4.6995 1.4068 -0.054 -0.039 0.050 0.38
H 0.4687 -5.2980 1.4643 0.030 -0.062 0.058 0.38
H 2.0472 -4.2198 -0.0939 0.131 -0.034 0.000 0.41
H 1.0404 -2.0592 -2.8980 0.083 -0.100 0.063 0.41
H 2.3918 -2.9610 -2.1554 -0.142 0.069 -0.065 0.51
C 3.5730 0.3270 -0.1672 0.631 -0.323 0.183 -0.43
H 4.2755 0.9172 -0.7652 -0.121 -0.103 0.069 0.30
H 4.0431 0.1051 0.7977 -0.087 -0.013 -0.269 0.37
O 2.3879 1.0826 0.0350 -0.139 0.046 -0.241 -0.32
C 2.1424 1.5497 1.2773 0.265 -0.092 0.227 0.38
O 2.9043 1.4190 2.2021 -0.172 0.089 -0.141 -0.59
C 0.8368 2.2196 1.3735 -0.386 0.087 -0.209 -0.55
C -0.0606 2.2311 0.3820 0.633 -0.225 0.202 -0.07
C -1.3757 2.8428 0.4323 -0.500 0.177 -0.033 0.15
C -1.6688 3.8978 1.3006 -0.009 -0.113 -0.133 -0.44
C -2.9179 4.4845 1.3215 -0.027 0.032 0.066 -0.81
C -3.9142 4.0283 0.4725 0.061 -0.052 -0.016 -0.35
C -3.6556 2.9830 -0.3966 -0.034 0.026 -0.016 -0.59
C -2.3994 2.4022 -0.4161 0.052 0.264 0.306 0.74
Cl -2.1299 1.0811 -1.4971 0.004 -0.229 -0.225 -0.21
H -4.4240 2.6173 -1.0599 -0.030 -0.055 -0.055 0.42
H -4.8919 4.4844 0.4837 -0.088 0.039 -0.004 0.38
H -3.1167 5.3017 1.9977 -0.005 0.073 0.056 0.38
H -0.8900 4.2686 1.9481 0.090 0.060 0.065 0.35
H 0.1839 1.7313 -0.5455 0.099 0.005 0.019 0.53
H 0.6428 2.6625 2.3389 -0.030 0.012 0.079 0.37
```
Positions in Å, forces in eV/Å.

Entry 5:
ORCA calculation (ωB97M-V with the def2-TZVPD basis set) on C18H16F3N2O2 as an isolated structure.

Summary:
gap between HOMO and LUMO = 0.230 Eh
charge = +1
LUMO energy = -6.57 eV

The geometry in XYZ format:
```
41
Properties=species:S:1:pos:R:3:forces:R:3:mulliken_charge:R:1
C -4.6778 1.1625 -2.2924 -0.544 0.055 0.247 -1.21
C -3.2313 1.3932 -2.6138 -0.899 0.419 -0.411 -0.23
O -2.3997 0.7054 -1.6474 1.920 -0.397 -0.007 -0.17
C -1.1205 1.0815 -1.8363 -1.224 2.477 -1.349 -0.24
C -0.1150 0.1235 -1.2678 -0.770 0.439 -3.264 -0.14
N 1.4299 1.2402 -1.2772 4.377 -1.670 -2.681 0.41
N 2.3991 0.9959 -1.8036 -4.146 1.612 2.541 -0.32
O -0.8101 2.0468 -2.5214 0.452 -1.923 1.370 -0.54
H -5.2661 1.5051 -3.1544 0.098 -0.131 0.231 0.39
H -4.9176 0.1062 -2.1068 0.140 0.288 -0.132 0.32
H -4.9964 1.7573 -1.4270 0.094 -0.228 -0.141 0.32
H -2.9984 1.0063 -3.6132 0.200 0.068 0.253 0.31
H -2.9658 2.4506 -2.5658 -0.226 -0.188 -0.159 0.35
H 0.2768 -0.4865 -2.1123 0.052 0.413 0.696 0.73
F 6.0616 -1.1664 0.4111 -0.669 -1.170 -0.039 -0.25
C 5.2952 -2.2907 0.2470 1.266 -0.544 0.058 0.82
F 5.6291 -2.8416 -0.9577 -0.293 0.577 1.040 -0.27
F 5.6590 -3.2056 1.2053 -0.290 1.114 -0.874 -0.24
C 3.8336 -1.9551 0.3283 -0.126 -0.173 0.044 0.43
C 2.9629 -2.4910 -0.6179 -0.202 0.272 -0.162 -0.83
C 1.6455 -2.0521 -0.6415 0.049 0.133 0.017 -0.68
C 1.1922 -1.1084 0.2890 0.142 -0.903 -0.070 -0.47
C -0.1813 -0.4767 -0.0188 0.394 -0.041 4.203 0.98
C -0.8406 0.3570 1.1224 0.247 -0.524 -0.431 0.32
C -2.1145 -0.0264 1.5333 -0.089 0.046 -0.056 -0.22
C -2.7461 0.6294 2.5904 0.064 -0.143 -0.291 -0.79
C -2.1029 1.6827 3.2431 0.307 -0.481 -0.022 -0.47
C -0.8105 2.0416 2.8579 0.072 -0.166 -0.403 -0.95
C -0.1825 1.3893 1.7810 -0.041 0.544 0.196 -0.18
C 2.0176 -0.7494 1.3536 0.023 0.362 0.145 0.03
C 3.3629 -1.1427 1.3562 -0.279 0.022 -0.239 -1.16
H 3.3149 -3.1865 -1.3745 0.007 0.117 0.203 0.47
H 0.9618 -2.4167 -1.4184 0.327 0.013 0.268 0.48
H -0.8821 -1.3144 -0.1759 -0.049 -0.124 -0.409 0.71
H -2.6012 -0.8383 0.9820 -0.037 0.262 0.419 0.35
H -3.7321 0.2879 2.8994 0.188 0.204 -0.018 0.42
H -2.5796 2.1584 4.0955 0.088 0.023 -0.197 0.41
H -0.2718 2.8169 3.3996 -0.165 -0.104 -0.187 0.40
H 0.8195 1.7034 1.4637 -0.462 -0.056 0.225 0.56
H 1.6352 -0.1159 2.1606 0.279 -0.330 -0.404 0.74
H 4.0473 -0.7769 2.1249 -0.279 -0.164 -0.210 0.43
```
Positions in Å, forces in eV/Å.

Which molar mass belongs to each record? In order, 460.84 2218.71 450.29 329.78 349.33 Da.
Which electronic energy belongs to each record? In order, -3111.97123 -24924.89436 -2831.02142 -1436.21084 -1254.79664 Eh.
Which HOMO belongs to each record? In order, -8.41 -4.33 -8.12 -9.25 -12.82 eV.